*1*
Computed, not measured: a cluster of 2 separate species, C8H13N2S in total, with ωB97M-V/def2-TZVPD.

Positions of all 24 atoms, in Å:
H 1.79 1.53 1.55
H 3.02 -0.51 2.23
C -1.73 -0.34 -0.04
N -0.19 2.30 -0.31
C -3.09 -1.06 -0.01
N 2.06 0.72 0.92
H -0.44 -2.01 1.05
C 2.92 -0.23 1.23
C 0.61 1.38 -0.94
C -0.51 -0.78 -0.68
C 1.64 0.62 -0.42
S 3.43 -1.22 0.01
H -0.14 -0.31 1.39
H -0.62 2.01 0.59
H -0.33 -1.50 -1.42
H -3.56 -0.69 0.85
C -0.57 -0.97 0.73
H -2.91 -2.11 -0.12
C 2.37 -0.33 -1.06
H -3.75 -0.85 -0.80
H 2.09 -0.72 -2.01
H 0.63 1.37 -2.02
H -1.91 0.71 0.08
H -0.79 2.98 -0.82

Values from the calculation:
- net charge = +1

=====

*2*
Computed, not measured: a cluster of 2 separate species, C8H13N2S in total, with ωB97M-V/def2-TZVPD.

Positions of all 24 atoms, in Å:
C -1.00 -1.46 2.86
C -0.02 0.52 -0.88
H 3.73 1.99 -0.36
C -1.65 -0.93 0.27
C -0.87 -1.67 1.35
C -1.67 -2.67 2.27
H 2.83 2.16 0.89
C -1.03 0.34 0.00
H -1.62 -0.62 3.15
H 1.13 0.94 -5.53
H -1.55 -1.67 -0.53
H -2.65 -0.66 0.46
H 3.05 3.38 -0.18
H 0.03 -2.17 0.85
C 0.98 2.37 -2.60
H -1.04 1.01 0.86
H 0.32 -0.24 -1.60
H -2.75 -2.63 2.26
N 0.81 0.86 -4.54
H -0.15 -1.49 3.59
C 0.89 1.69 -3.67
S 0.66 2.21 -1.03
H -1.36 -3.68 2.14
N 2.92 2.40 -0.03

Values from the calculation:
- net charge = +1

=====

Energies relative to the most stable structure are *1* 0.000; *2* 1.324, reported in eV.

=====

*1*
Computed, not measured: the molecule C5H7NO2, with ωB97M-V/def2-TZVPD.

Positions of all 15 atoms, in Å:
C -0.70 0.48 -0.26
O 0.90 -2.11 1.71
H -0.73 1.20 -2.28
H -1.84 2.17 -1.06
H -0.25 -0.05 2.68
H -2.26 0.53 -1.74
H 0.11 -1.22 -1.38
H 2.82 -1.95 0.68
C -1.46 1.14 -1.38
H 2.69 -1.12 2.24
C 0.01 -0.58 -0.44
N 0.24 0.22 1.92
O -0.73 1.00 0.98
C 2.12 -1.39 1.38
C 0.78 -0.89 1.20

Values from the calculation:
- SMILES = CC1=C[C@@]2(CO2)NO1
- net charge = 0

=====

*2*
Computed, not measured: a structure of composition C5H7NO2, with ωB97M-V/def2-TZVPD.

Positions of all 15 atoms, in Å:
H -2.75 0.82 -1.20
C -0.13 -0.72 -0.30
C 0.03 0.54 0.44
H -0.15 -0.43 -1.41
O 0.88 1.42 -0.11
H -3.65 0.26 0.41
C 2.06 0.74 -0.12
C -1.43 -0.16 0.40
H 2.83 -1.27 -0.36
H 0.39 0.21 1.48
N -2.63 0.04 -0.38
H -1.41 -0.87 1.33
C 2.02 -0.55 -0.13
O 1.07 -1.43 0.01
H 2.86 1.40 -0.04

Values from the calculation:
- net charge = 0

=====

Energies relative to the most stable structure are *1* 0.000; *2* 2.106, reported in eV.

=====

*1*
Computed, not measured: the molecule C5H7NO2, with ωB97M-V/def2-TZVPD.

Positions of all 15 atoms, in Å:
H -0.97 -1.50 -0.13
H 1.89 -0.79 0.85
O -0.04 -1.29 0.09
C -0.67 0.90 -0.41
N -3.08 0.11 -0.13
H 0.80 -0.14 -1.42
H -4.12 -1.54 -0.12
C 1.44 0.23 0.68
H -0.49 1.89 -0.66
C -1.90 0.45 -0.27
O -5.22 0.12 0.59
H 2.24 0.89 0.42
C -4.27 -0.46 0.11
C 0.44 -0.07 -0.39
H 0.98 0.72 1.62

Values from the calculation:
- SMILES = C[C@@H](O)C=C=NC=O
- net charge = 0

=====

*2*
Computed, not measured: the molecule C5H7NO2, with ωB97M-V/def2-TZVPD.

Positions of all 15 atoms, in Å:
H -1.90 -1.75 -1.00
N -0.31 -2.14 0.05
C -1.32 0.16 0.11
H -2.20 0.62 -0.38
C -1.17 -1.28 -0.34
C 1.25 0.82 0.40
O 0.64 -1.39 0.90
C -0.10 1.06 -0.31
H -0.45 2.15 -0.20
H -1.64 0.17 1.18
O 2.27 -1.07 -0.71
H 0.09 0.80 -1.37
H 2.10 1.52 0.04
C 1.55 -0.64 0.17
H 1.20 0.96 1.46

Values from the calculation:
- SMILES = O=C1CCCC=NO1
- net charge = 0

=====

*3*
Computed, not measured: a cluster of 2 separate species, C5H7NO2 in total, with ωB97M-V/def2-TZVPD.

Positions of all 15 atoms, in Å:
H -1.65 0.64 1.50
O 2.24 0.64 -2.09
O 0.72 -1.83 -1.56
C 1.20 0.84 -2.51
C 0.07 -1.24 -0.81
C -0.83 -0.64 -0.20
C 0.11 -0.17 2.32
H -0.04 1.26 0.88
H -0.20 0.49 3.20
H 0.09 -1.23 2.62
H 1.24 -0.02 2.30
H -0.68 0.85 -3.05
C -0.66 0.28 1.06
N 0.24 1.07 -3.19
H -1.84 -0.95 -0.47

Values from the calculation:
- SMILES = CCC=C=O.N=C=O
- net charge = 0

=====

Energies relative to the most stable structure are *1* 0.882; *2* 0.310; *3* 0.000, reported in eV.

=====

*1*
Computed, not measured: the molecule C5H7NO2, with ωB97M-V/def2-TZVPD.

Positions of all 15 atoms, in Å:
C 0.29 -0.49 0.73
H -2.30 -0.88 -1.35
H -2.32 0.92 0.83
C -1.27 -1.11 -0.81
C 0.40 0.83 -1.15
H -0.71 -1.80 -1.53
C -1.32 1.14 0.23
N 1.64 0.86 -0.61
H 0.25 1.57 -1.86
H -0.77 1.82 1.03
O 1.53 0.02 0.49
O -0.02 -1.34 1.50
H -1.53 1.92 -0.79
H -1.59 -1.85 0.00
C -0.54 0.09 -0.33

Values from the calculation:
- SMILES = CC1(C)C=NOC1=O
- net charge = 0

=====

*2*
Computed, not measured: a cluster of 2 separate species, C5H7NO2 in total, with ωB97M-V/def2-TZVPD.

Positions of all 15 atoms, in Å:
H 0.28 -2.00 -1.53
H -2.85 -1.05 -0.89
C 0.20 -1.31 -0.62
H 1.46 2.12 0.81
C -2.43 -0.45 -0.11
H 0.56 2.29 -0.78
O -2.68 -0.12 0.98
N -0.41 -0.10 -0.70
H 1.65 -2.26 0.67
C 0.13 0.59 0.42
C 1.05 1.69 -0.11
H 1.75 1.10 -0.76
O 0.93 -0.27 1.17
C 1.05 -1.33 0.38
H -0.70 1.08 1.06

Values from the calculation:
- net charge = 0

=====

*3*
Computed, not measured: the molecule C5H7NO2, with ωB97M-V/def2-TZVPD.

Positions of all 15 atoms, in Å:
H 0.95 -2.20 1.50
H 1.93 -1.86 -0.14
H -2.92 -0.57 0.75
O 0.86 2.99 -0.91
C 1.40 -1.40 0.71
C -0.91 -0.82 0.11
C 0.37 -0.52 0.08
C -2.15 -1.17 0.14
N 0.36 1.86 -0.75
H -2.76 -1.70 -0.56
H 2.11 -0.81 1.42
C 0.99 0.74 -0.47
H 2.08 0.80 -0.50
O -0.97 1.86 -0.55
H -1.35 2.79 -0.82

Values from the calculation:
- SMILES = C=C=C(C)/C=[N+](/[O-])O
- net charge = 0

=====

*4*
Computed, not measured: the molecule C5H7NO2, with ωB97M-V/def2-TZVPD.

Positions of all 15 atoms, in Å:
H 0.80 2.01 0.98
C 0.36 1.00 0.69
H -1.22 1.93 0.03
H -0.91 -1.69 -1.16
H 0.11 1.91 -1.18
C -1.14 -1.06 -0.33
N -0.29 0.03 1.58
C 1.17 -0.11 0.00
O -1.19 0.14 -1.14
C -0.54 1.25 -0.47
O 2.07 -0.33 -0.76
C 0.05 -1.04 0.57
H -1.44 0.25 1.39
H 0.34 -2.06 1.00
H -2.07 -1.23 0.27

Values from the calculation:
- SMILES = O=C1[C@@H]2COC[C@H]1N2
- net charge = 0

=====

Energies relative to the most stable structure are *1* 0.103; *2* 0.819; *3* 2.466; *4* 0.000, reported in eV.

=====

*1*
Computed, not measured: the ion C21H40N7O12 with charge +1, with ωB97M-V/def2-TZVPD.

Positions of all 80 atoms, in Å:
H -5.80 -0.71 0.86
O -4.16 -0.04 1.92
H 5.83 -1.79 1.67
C 2.51 -1.32 0.21
H -3.81 -2.34 0.75
H 5.62 -2.34 -0.60
C 4.79 -0.42 -1.09
C 5.01 -1.58 -0.09
H -4.38 0.30 -2.20
H -3.12 2.19 -2.90
H 0.65 -0.03 -3.30
C -5.62 -3.24 -0.71
H 5.70 -0.26 -1.67
C -0.90 0.28 3.70
H -4.47 1.71 0.48
C 2.31 -0.78 -1.23
C 0.76 1.06 -1.56
N 6.45 1.51 0.40
N 0.18 2.09 -0.90
H -2.47 0.89 1.63
H 3.83 -1.82 -2.41
H -1.52 -0.53 3.33
H 6.96 2.11 1.02
C -0.55 1.04 1.28
H 1.98 1.36 0.58
O -1.88 -0.93 0.76
C 0.12 0.69 2.65
H -5.05 -4.04 -0.24
C -4.76 -0.40 0.69
O -2.61 0.14 -1.15
O -2.50 2.85 -1.11
N 0.19 0.65 -2.71
H 2.68 -3.79 -0.42
O 3.56 0.01 -3.16
O 5.68 -1.07 1.04
C 0.42 -1.23 1.44
O -1.83 1.59 1.40
C -4.01 -1.56 0.00
C -4.78 0.88 -0.18
H 3.54 2.88 0.69
O 3.53 -3.38 -0.60
N -4.72 -2.17 -1.10
N 4.41 0.84 -0.46
H -5.23 -1.48 -1.63
H 3.76 -2.66 1.32
C -3.49 2.22 -1.88
H 1.57 -1.42 -1.74
H 3.40 1.06 -0.60
H -6.08 -3.64 -1.61
O 1.34 -1.98 0.70
N 1.86 0.57 -1.05
C 5.14 1.68 0.24
C 0.29 2.16 0.55
H 5.06 3.43 1.29
H -0.37 -0.06 4.59
C -3.84 0.81 -1.39
H -2.55 2.55 -0.18
H -1.52 1.13 3.95
H 2.74 -0.50 0.89
H -4.42 2.81 -1.87
O 1.04 -0.35 2.33
H -4.10 -0.82 2.49
H -0.16 3.11 0.86
H -0.71 2.43 -1.25
H 3.21 0.87 -2.90
C -0.59 -0.37 0.62
H -6.66 1.38 -0.03
H -0.33 -0.37 -0.43
H -2.14 -1.82 -1.08
C -2.62 -1.06 -0.44
C 3.64 -0.81 -2.03
H -0.75 0.92 -2.93
O -6.05 1.12 -0.72
H -0.16 -2.00 1.97
H 6.83 0.58 0.26
C 3.69 -2.30 0.28
H -6.42 -2.93 -0.02
N 4.54 2.77 0.72
O 1.61 2.19 0.95
H 0.73 1.52 3.02

Values from the calculation:
- SMILES = CN[C@H]1[C@H](O[C@@H]2[C@H]3O[C@H]4[C@@H](O)[C@H](O)[C@H](NC(N)=[NH2+])[C@H](O)[C@@H]4/N=C(\N)N[C@H](O)[C@]2(O)[C@@H](C)O3)O[C@H](CO)[C@@H](O)[C@@H]1O
- net charge = +1

=====

*2*
Computed, not measured: a structure of composition C21H40N7O12, with ωB97M-V/def2-TZVPD.

Positions of all 80 atoms, in Å:
C -3.08 2.15 2.51
H 4.21 2.49 -0.09
H 3.91 -3.95 -0.78
N -2.50 1.50 3.56
H -5.28 -1.97 -3.78
O -1.00 2.83 0.98
H -3.80 1.95 0.89
C 3.23 0.79 0.45
H -3.79 -2.26 -2.07
C 2.30 -2.57 0.96
H -3.59 1.11 -4.42
H -2.11 1.93 4.34
O 2.14 1.29 1.36
H 3.84 0.39 1.36
C 2.97 -3.86 -1.13
H -1.52 -0.09 -1.36
H -0.88 3.47 0.25
O -0.66 -1.33 0.23
H 4.17 -2.17 0.35
N -4.67 -1.04 -4.22
O -3.44 1.51 -1.04
H -2.46 -3.06 1.20
N -3.55 3.33 2.80
H -4.67 -3.10 0.71
N -3.05 -1.46 -2.54
O 3.74 -2.27 1.37
H -3.21 3.71 3.77
N -3.36 1.29 1.53
H 4.45 0.21 -1.87
H -1.68 0.65 1.06
C 0.51 -1.69 -0.21
H 2.23 1.39 -2.02
C 3.82 1.56 -0.59
C -3.34 0.14 -0.62
H 1.76 -4.47 0.37
H 2.20 -3.70 2.98
C -3.69 -0.68 -3.38
H 0.66 -1.27 -1.12
O -2.19 -1.08 2.64
H 2.25 3.61 -0.05
C 1.66 -2.92 2.38
H 6.48 1.58 -0.55
O 2.56 -0.45 -0.28
H -1.57 -2.48 -1.21
C 6.05 0.64 -0.77
H -1.07 -1.55 2.40
H -3.45 1.32 -2.01
H 0.95 3.83 -2.02
C 2.67 2.02 -1.57
H -3.79 3.89 2.01
C 0.15 2.79 1.49
C 1.06 2.17 0.58
H -2.15 0.53 -3.78
H 1.27 -0.55 1.41
N 4.87 0.94 -1.45
C -3.03 -1.16 1.66
O 0.67 -2.97 -0.73
C 1.59 -1.15 0.69
O 0.50 3.45 -1.33
H -2.10 0.54 3.39
O -4.16 -2.52 0.28
H 6.85 0.29 -1.81
H -3.92 -1.07 2.15
C -1.93 -1.71 -0.35
C 2.00 -3.57 -0.02
H 3.88 2.64 -2.52
O 0.50 -2.73 2.64
C -2.73 -2.29 0.82
H 0.71 3.57 2.05
H 3.07 -2.73 -1.43
N -3.18 0.49 -3.68
C -2.26 -0.76 -1.07
C 1.63 2.95 -0.63
H 0.54 1.04 0.10
H 2.60 -4.35 -1.84
O 3.08 3.02 -2.30
C -2.71 0.21 0.93
H 0.10 2.02 2.33
H 5.97 -0.12 0.09
H -4.27 -0.10 -0.42

Values from the calculation:
- net charge = +1

=====

Energies relative to the most stable structure are *1* 0.000; *2* 23.534, reported in eV.

=====

*1*
Computed, not measured: a cluster of 2 separate species, C2H7OS in total, with ωB97M-V/def2-TZVPD.

Positions of all 11 atoms, in Å:
H -2.16 1.12 0.30
C 1.75 0.68 -0.03
H -0.90 -1.71 0.77
H -0.42 -0.18 -0.30
H 0.93 1.38 -0.36
S -2.65 0.02 0.70
C -1.21 -1.05 -0.04
H 2.26 1.11 0.86
O 1.53 -0.67 -0.05
H 2.44 0.78 -0.87
H -1.57 -1.48 -0.97

Values from the calculation:
- net charge = -1

=====

*2*
Computed, not measured: a cluster of 2 separate species, C2H7OS in total, with ωB97M-V/def2-TZVPD.

Positions of all 11 atoms, in Å:
H 1.50 0.84 -0.34
C 2.27 0.07 -0.04
H -1.64 -1.21 0.99
H -0.74 1.40 0.66
C -1.12 -0.83 0.11
H -0.02 -0.88 0.28
H -1.32 -1.47 -0.75
H 2.99 0.64 0.60
O 1.76 -1.05 0.52
S -1.61 0.89 -0.23
H 2.84 -0.07 -1.00

Values from the calculation:
- net charge = -1

=====

Energies relative to the most stable structure are *1* 0.904; *2* 0.000, reported in eV.